No. 1
The following is a DFT calculation (ωB97M-V with the def2-TZVPD basis set) of one molecule with the formula C20H34N2O3.

Values from the calculation:
E: -1117.75643 Ha
SMILES string: COCCCC1CCN(C(=O)[C@H]2CCC(=O)N(C3CCCC3)C2)CC1
HOMO level: -8.9 eV

Last column: Löwdin charge in e.
CARTESIAN COORDINATES (ANGSTROEM)
C: 3.773 3.774 -6.414  -0.119
O: 3.674 2.793 -5.418  -0.194
C: 4.812 2.728 -4.590  -0.254
C: 4.600 1.640 -3.543  -0.171
C: 3.456 1.997 -2.598  -0.177
C: 3.220 0.954 -1.501  -0.339
C: 2.662 -0.359 -2.053  -0.129
C: 2.381 -1.341 -0.919  -0.130
N: 1.458 -0.766 0.042  -0.045
C: 0.245 -1.337 0.209  -0.415
O: -0.076 -2.338 -0.407  0.060
C: -0.718 -0.681 1.199  -0.212
C: -1.461 0.483 0.545  -0.135
C: -2.339 1.129 1.603  -0.078
C: -3.211 0.156 2.386  -0.445
O: -4.165 0.586 3.012  0.042
N: -2.865 -1.148 2.380  0.006
C: -3.700 -2.134 3.055  -0.278
C: -3.829 -1.935 4.570  -0.134
C: -5.028 -2.809 4.961  -0.175
C: -5.818 -3.062 3.661  -0.182
C: -5.162 -2.176 2.602  -0.139
C: -1.759 -1.710 1.626  -0.105
C: 1.965 0.452 0.628  -0.143
C: 2.237 1.494 -0.460  -0.140
H: 3.889 4.776 -5.979  0.089
H: 2.850 3.733 -6.988  0.088
H: 4.625 3.583 -7.080  0.088
H: 5.704 2.500 -5.198  0.123
H: 4.978 3.702 -4.102  0.125
H: 4.377 0.711 -4.066  0.111
H: 5.527 1.511 -2.980  0.120
H: 2.547 2.122 -3.188  0.122
H: 3.681 2.956 -2.125  0.120
H: 4.176 0.748 -1.004  0.146
H: 3.368 -0.816 -2.745  0.113
H: 1.735 -0.160 -2.594  0.133
H: 1.929 -2.257 -1.301  0.120
H: 3.315 -1.590 -0.401  0.132
H: -0.180 -0.332 2.084  0.145
H: -2.072 0.097 -0.273  0.137
H: -0.770 1.219 0.131  0.106
H: -1.719 1.653 2.338  0.129
H: -3.008 1.871 1.165  0.125
H: -3.250 -3.113 2.861  0.151
H: -2.918 -2.212 5.101  0.111
H: -4.044 -0.886 4.762  0.105
H: -5.643 -2.307 5.706  0.103
H: -4.693 -3.753 5.392  0.101
H: -5.735 -4.111 3.370  0.104
H: -6.875 -2.832 3.777  0.103
H: -5.572 -1.169 2.641  0.108
H: -5.274 -2.571 1.593  0.115
H: -1.272 -2.471 2.247  0.139
H: -2.138 -2.213 0.727  0.137
H: 1.270 0.855 1.361  0.111
H: 2.907 0.217 1.142  0.132
H: 2.635 2.398 0.005  0.120
H: 1.300 1.752 -0.956  0.118

=====

No. 2
The following is a DFT calculation (ωB97M-V with the def2-TZVPD basis set) of C34H69BrFIO18P2S as an isolated structure at a distorted geometry.

Values from the calculation:
E: -6742.95593 Ha
HOMO level: -8.4 eV

Last column: Löwdin charge in e.
CARTESIAN COORDINATES (ANGSTROEM)
C: -0.297 -1.010 1.152  -0.099
C: -1.325 0.306 1.056  -0.253
O: -2.130 0.370 2.285  -0.216
C: -2.299 1.745 2.778  -0.144
C: -3.797 2.392 2.410  -0.165
O: -3.583 3.774 2.068  -0.200
C: -4.705 4.402 1.283  -0.334
C: -6.111 3.723 1.737  -0.113
C: -7.498 4.505 1.280  -0.160
C: -8.627 3.298 0.996  -0.164
O: -8.589 2.355 2.161  -0.123
C: -9.234 1.079 1.809  -0.273
C: -8.717 0.066 0.604  -0.029
O: -10.331 0.714 2.526  -0.031
C: -4.249 4.133 -0.274  -0.112
C: -5.450 3.940 -1.365  -0.150
O: -5.881 5.160 -2.066  -0.201
C: -7.247 5.016 -2.630  -0.189
O: -7.304 4.312 -3.917  -0.137
C: -7.599 2.881 -3.775  -0.158
C: -9.111 2.523 -3.252  -0.220
O: -9.954 1.806 -4.222  -0.134
C: -3.130 5.164 -0.878  -0.243
C: -2.362 4.326 -2.107  -0.181
C: -0.772 4.052 -1.662  -0.060
F: -2.290 5.125 -3.369  -0.093
O: -2.060 5.562 0.037  -0.249
S: -2.693 6.356 1.448  0.799
O: -1.675 6.041 2.556  -0.331
O: -2.588 7.896 1.121  -0.437
C: -4.490 5.988 1.782  -0.639
I: -5.564 7.469 0.502  1.016
C: -5.051 6.299 3.277  -0.576
Br: -6.679 7.533 3.156  0.545
C: -4.060 7.118 4.291  -0.281
C: -4.912 7.592 5.641  -0.193
H: 0.056 -1.116 2.280  0.094
H: -0.911 -1.930 0.763  0.077
H: 0.632 -0.799 0.433  0.081
H: -2.057 0.135 0.132  0.127
H: -0.629 1.227 0.867  0.111
H: -2.226 1.737 3.953  0.137
H: -1.506 2.514 2.391  0.135
H: -4.181 1.727 1.497  0.143
H: -4.442 2.220 3.392  0.145
H: -6.242 3.580 2.915  0.142
H: -6.205 2.682 1.155  0.128
H: -7.990 5.137 2.148  0.096
H: -7.419 5.066 0.257  0.065
H: -8.395 2.765 -0.025  0.104
H: -9.683 3.814 1.041  0.148
H: -8.870 -1.070 0.841  0.101
H: -7.556 0.216 0.384  0.092
H: -9.279 0.339 -0.413  0.086
H: -3.693 3.073 -0.264  0.166
H: -6.391 3.353 -0.993  0.112
H: -4.987 3.245 -2.222  0.137
H: -7.606 6.134 -2.852  0.171
H: -7.972 4.613 -1.804  0.122
H: -6.832 2.276 -3.123  0.119
H: -7.514 2.418 -4.872  0.157
H: -8.975 1.791 -2.319  0.103
H: -9.710 3.446 -2.842  0.131
H: -10.818 1.624 -3.706  0.122
H: -3.555 6.127 -1.387  0.141
H: -2.812 3.256 -2.278  0.141
H: -0.261 3.334 -2.468  0.097
H: -0.131 5.035 -1.646  0.103
H: -0.710 3.437 -0.642  0.090
H: -5.444 5.364 3.880  0.123
H: -3.263 6.326 4.692  0.127
H: -3.444 7.984 3.802  0.125
H: -4.179 7.487 6.570  0.084
H: -5.292 8.705 5.511  0.073
H: -5.811 6.845 5.880  0.076
O: 4.476 -0.907 -0.101  -0.226
P: 4.572 -1.967 1.024  0.778
O: 6.217 -1.846 1.151  -0.255
C: 6.731 -0.777 1.926  -0.298
C: 6.507 -1.008 3.410  -0.085
O: 4.466 -3.235 -0.052  -0.269
C: 3.751 -3.091 -1.272  -0.295
C: 4.705 -2.747 -2.402  -0.072
O: 4.680 -3.150 2.281  -0.273
C: 5.130 -4.489 2.083  -0.278
C: 6.541 -4.635 1.534  -0.080
H: 6.279 0.169 1.608  0.108
H: 7.805 -0.717 1.726  0.120
H: 5.441 -0.974 3.654  0.069
H: 7.016 -0.242 4.003  0.079
H: 6.877 -1.993 3.713  0.077
H: 2.950 -2.349 -1.176  0.100
H: 3.267 -4.048 -1.491  0.117
H: 5.384 -1.927 -2.144  0.075
H: 4.155 -2.470 -3.309  0.079
H: 5.343 -3.606 -2.639  0.069
H: 4.408 -5.039 1.474  0.112
H: 5.109 -4.960 3.071  0.121
H: 6.624 -4.268 0.507  0.057
H: 6.840 -5.690 1.528  0.070
H: 7.260 -4.076 2.144  0.078
O: 8.118 -6.776 -0.504  -0.220
P: 8.018 -7.380 -1.927  0.789
O: 9.183 -8.520 -1.646  -0.253
C: 8.786 -9.700 -0.970  -0.298
C: 7.945 -10.596 -1.861  -0.086
O: 8.960 -6.175 -2.590  -0.267
C: 8.972 -4.871 -2.023  -0.289
C: 10.156 -4.717 -1.086  -0.070
O: 7.907 -8.053 -3.516  -0.274
C: 8.859 -7.822 -4.552  -0.284
C: 10.286 -8.246 -4.242  -0.079
H: 8.242 -9.443 -0.054  0.108
H: 9.697 -10.230 -0.679  0.121
H: 6.981 -10.128 -2.087  0.069
H: 7.750 -11.556 -1.373  0.079
H: 8.447 -10.780 -2.816  0.077
H: 8.024 -4.649 -1.520  0.092
H: 9.067 -4.151 -2.842  0.119
H: 10.244 -5.549 -0.379  0.074
H: 10.087 -3.783 -0.517  0.078
H: 11.094 -4.702 -1.654  0.077
H: 8.816 -6.777 -4.871  0.111
H: 8.517 -8.411 -5.409  0.120
H: 10.736 -7.638 -3.452  0.069
H: 10.917 -8.140 -5.132  0.082
H: 10.324 -9.292 -3.916  0.074

=====

Number 1: orbital gap 0.352 hartree. Number 2: orbital gap 0.228 hartree.